3 unconnected molecules or ions with the total composition C18H34N3O9S2 in a non-equilibrium geometry. Source: the Open Molecules 2025 dataset; level of theory: wB97M-V/def2-TZVPD.

Each line ends with the Löwdin charge.
Atoms and positions in Å:
1 S -0.36148 3.62645 -0.14604  0.75
2 S -3.65197 -1.10744 -0.08373  0.90
3 O -6.34825 2.93644 0.50175  0.15
4 O -4.84564 1.86523 1.57677  -0.05
5 O 4.75928 -0.92862 0.68729  0.01
6 O 3.61167 0.81257 -0.17731  0.11
7 O 3.37382 -4.11038 -4.61780  0.12
8 O 4.78167 -2.83247 -5.83915  0.04
9 O 5.51297 0.00796 -1.09367  0.03
10 O 4.43319 -2.30415 -3.78075  0.01
11 O -4.74850 2.85670 5.11027  0.09
12 N -6.10193 1.87781 0.84969  0.03
13 N -4.26525 1.93331 7.18240  0.12
14 N -2.76880 -0.86382 2.38945  0.12
15 C 3.82978 -0.97335 1.76765  -0.04
16 C -4.51387 0.56644 1.94150  -0.32
17 C 5.96453 2.34655 -1.63897  -0.06
18 C -4.31555 0.42090 3.47054  -0.19
19 C 3.23462 -3.31499 -7.66696  -0.06
20 C 4.53921 0.04457 -0.19782  -0.64
21 C -3.20944 0.01954 1.28421  -0.66
22 C 4.11849 -3.17498 -4.74193  -0.62
23 C -5.66401 0.26145 4.16133  -0.11
24 C -2.48181 1.89503 -0.31736  -0.29
25 C 3.76378 -2.53161 -2.54138  -0.03
26 C -4.90197 1.95821 5.91273  -0.50
27 C 5.45909 1.00794 -2.12928  -0.20
28 C -3.34648 -0.70623 3.51721  0.10
29 C 4.54249 -3.66077 -6.98957  -0.21
30 C -2.17700 1.07954 0.94327  -0.18
31 C -1.20271 2.30268 -1.04904  -0.56
32 C -5.75687 0.74619 5.61940  -0.09
33 H 6.00561 3.05571 -2.46479  0.08
34 H -2.41343 -1.31620 -0.55485  -0.09
35 H -3.07866 -1.30345 4.37877  0.17
36 H -5.30967 -0.09165 1.57443  0.13
37 H 4.44429 1.07617 -2.51968  0.12
38 H 6.96362 2.24351 -1.21534  0.09
39 H 3.96472 -0.11082 2.41825  0.10
40 H -3.10855 1.36564 -1.02972  0.09
41 H -6.39948 0.79835 3.56890  0.12
42 H -5.53844 -0.03094 6.34257  0.11
43 H 3.90137 -3.55531 -2.20110  0.10
44 H 3.20138 -2.25222 -7.90920  0.08
45 H -0.55150 1.44228 -1.18781  0.08
46 H -2.05132 -1.54996 2.18213  0.18
47 H 0.90644 3.21425 -0.25410  -0.15
48 H 5.37979 -3.46537 -7.65569  0.12
49 H -5.97745 -0.78147 4.14278  0.13
50 H -1.18474 0.63666 0.84129  0.12
51 H 4.21171 -1.84479 -1.83109  0.07
52 H 5.31316 2.75473 -0.86704  0.07
53 H 6.09582 0.62300 -2.92183  0.13
54 H -3.74938 1.30856 3.76563  0.16
55 H 2.69987 -2.31610 -2.64446  0.10
56 H 4.58016 -4.71016 -6.70075  0.12
57 H -6.78834 1.05689 5.79092  0.13
58 H -3.01706 2.80681 -0.06031  0.10
59 H -3.48617 2.58086 7.15247  0.09
60 H 2.80613 -1.00366 1.39851  0.09
61 H -4.90184 2.25949 7.90060  0.11
62 H 4.04799 -1.88286 2.31902  0.10
63 H -1.46527 2.64090 -2.04833  0.07
64 H 3.12540 -3.88777 -8.58724  0.08
65 H 2.38798 -3.53982 -7.01961  0.07
66 H -2.10064 1.77767 1.77826  0.13

## Properties
Max |F| = 1.0 eV Å⁻¹
Spin multiplicity = 1
Total charge = +1
HOMO = -11.41 eV

---

A molecular structure, C18H35As2NS2Ti in a non-equilibrium geometry. Source: the Open Molecules 2025 dataset; level of theory: wB97M-V/def2-TZVPD.

Each line ends with the Löwdin charge.
Atoms and positions in Å:
1 As 0.40852 -1.49261 1.05849  1.05
2 As 0.53292 1.46195 0.95659  1.03
3 Ti 1.17762 -0.03927 -1.35779  0.79
4 S -0.48087 2.31537 -1.53061  0.80
5 S -0.46309 -2.31292 -1.51957  0.79
6 N -0.37251 -0.02415 -3.07621  -0.25
7 C -0.97095 2.31876 -3.31202  -0.33
8 C -0.12654 -1.24964 -3.91170  -0.25
9 C 0.99910 -3.40023 -1.66895  -0.30
10 C 0.29977 0.76736 2.86910  -0.37
11 C 2.14338 -2.22800 1.60611  -0.23
12 C -0.12634 1.20724 -3.90243  -0.25
13 C 0.91937 3.49312 -1.66469  -0.31
14 C 0.13768 -0.53572 5.33582  -0.02
15 C 0.36014 1.51384 4.06175  -0.06
16 C 0.17502 -0.60247 2.94172  -0.35
17 C 0.13626 -1.28694 4.15796  -0.07
18 C -3.25230 0.00850 0.52363  -0.02
19 C -0.74568 -3.03284 1.56625  -0.23
20 C -3.61039 -0.00509 -0.79197  -0.04
21 C -0.94525 -2.37122 -3.30463  -0.33
22 C 2.48015 1.70054 1.00412  -0.24
23 C -0.12583 3.25756 1.56820  -0.21
24 C 0.25405 0.85330 5.28321  -0.02
25 H -0.26265 3.93102 0.72368  0.01
26 H 0.11683 -2.38587 4.19412  0.11
27 H -1.09013 3.10603 2.07079  0.07
28 H 1.66243 3.07897 -2.34757  0.05
29 H -3.73023 -0.91878 -1.35177  0.04
30 H 0.49122 2.57940 4.02651  0.10
31 H 0.51968 4.43505 -2.05755  0.08
32 H -0.43003 -1.09189 -4.96457  0.15
33 H 0.58677 3.67020 2.28546  0.06
34 H 0.63911 -4.40856 -1.86924  0.08
35 H 1.35521 3.66725 -0.68151  0.02
36 H 1.55899 -3.39058 -0.72933  0.01
37 H -0.40969 1.04787 -4.96212  0.15
38 H -0.52935 -3.32763 2.59994  0.04
39 H -1.38942 -0.02461 -2.91493  0.11
40 H 2.95640 0.72399 1.10418  0.02
41 H -0.73787 3.28127 -3.76589  0.11
42 H -0.54026 -3.87425 0.89148  0.04
43 H -0.69638 -3.33395 -3.73224  0.11
44 H 2.64162 2.29827 1.88908  0.06
45 H 1.61915 -3.04651 -2.49649  0.06
46 H 0.95183 1.36363 -3.83802  0.12
47 H -2.87643 0.91318 0.91387  0.03
48 H -2.03269 2.13722 -3.38614  0.10
49 H 0.27266 1.42951 6.20399  0.13
50 H 2.44752 -2.91509 0.82594  0.01
51 H -3.74844 0.91505 -1.36093  0.05
52 H 2.78189 2.24019 0.10538  0.03
53 H 0.06301 -1.04977 6.27826  0.13
54 H 1.97052 -2.71657 2.55873  0.05
55 H -2.91431 -0.91211 0.94842  0.02
56 H -1.80677 -2.75858 1.49862  0.04
57 H 0.95689 -1.39418 -3.86600  0.12
58 H -2.01850 -2.20635 -3.38406  0.10
59 H 2.81719 -1.37928 1.69755  0.03

## Properties
Max |F| = 4.4 eV Å⁻¹
Spin multiplicity = 2
Total charge = +3
HOMO (alpha / beta) = -17.65 / -17.63 eV

---

A molecular structure, C18H35BCuF4NO6S in a non-equilibrium geometry. Source: the Open Molecules 2025 dataset; level of theory: wB97M-V/def2-TZVPD.

Each line ends with the Löwdin charge.
Atoms and positions in Å:
1 Cu -1.96144 0.56009 1.65903  0.41
2 S 1.62515 1.19574 2.58399  0.79
3 F -2.49928 -1.21985 3.41771  0.16
4 F -3.22650 -0.20815 5.22802  0.06
5 F -1.91259 0.81201 3.84295  0.22
6 F -0.94578 -0.86299 4.96894  0.12
7 O -0.12558 3.47960 -1.21873  -0.01
8 O -1.52916 2.84549 0.47174  0.12
9 O 1.88849 1.58800 4.01992  -0.35
10 O -1.09071 -1.59379 0.67230  0.00
11 O -4.05500 0.06052 0.68878  -0.40
12 O 0.20840 1.11996 2.16512  -0.32
13 N -0.21207 -2.15860 -0.39013  -0.01
14 C 3.55658 1.42780 0.75501  -0.21
15 C 1.31074 -3.96093 -1.10739  -0.18
16 C 2.65505 2.28971 1.56359  -0.23
17 C 0.48318 0.15742 -1.22558  -0.03
18 C 0.26375 -4.25090 1.11970  -0.01
19 C -1.22708 -4.34911 -0.92868  -0.02
20 C 1.31739 -1.84000 -2.34367  -0.15
21 C -1.17248 3.62983 -0.38788  -0.45
22 C -1.87513 4.91223 -0.80123  -0.09
23 C -4.68398 1.10692 -0.00323  -0.38
24 C 0.01159 -3.62570 -0.33446  -0.45
25 C 1.36144 -3.35735 -2.42398  -0.22
26 C 0.36235 4.73796 -1.82250  -0.08
27 C -1.16647 -1.22711 -2.54760  -0.01
28 C 2.49357 -0.36436 2.18966  -0.21
29 C 0.05519 -1.29421 -1.59653  -0.44
30 C -0.94173 5.62867 -1.70855  -0.16
31 C 3.78739 0.11612 1.59559  -0.22
32 B -2.09080 -0.35556 4.36559  -1.46
33 H 2.27414 -1.36600 -2.12447  0.11
34 H -1.37701 5.84668 -2.68380  0.11
35 H 4.51839 0.33414 2.37418  0.11
36 H -0.43540 0.58948 -0.82854  0.07
37 H -5.71224 1.13457 0.35732  0.03
38 H -4.74249 0.93215 -1.07753  0.03
39 H 3.14860 2.91172 2.31032  0.10
40 H 4.53049 1.87671 0.55982  0.11
41 H 2.21995 -3.83826 -0.51884  0.12
42 H 2.49119 -1.07602 3.01527  0.12
43 H 1.22891 5.03561 -1.23210  0.12
44 H -4.23886 2.05647 0.29395  0.03
45 H -2.86399 4.59136 -1.12878  0.14
46 H 1.12563 0.18015 -0.34534  0.05
47 H 4.15717 -0.64711 0.91088  0.11
48 H -0.68181 6.64816 -1.42361  0.11
49 H 0.53121 4.63398 -2.89431  0.11
50 H 1.20151 -3.87712 1.53078  0.07
51 H 1.97330 -0.84044 1.35854  0.08
52 H 1.07176 -1.49836 -3.34918  0.11
53 H 2.18097 -3.56457 -3.11211  0.12
54 H 1.28753 -4.99767 -1.44315  0.12
55 H -2.07808 -1.54360 -2.04076  0.09
56 H 0.37597 -5.32487 0.97105  0.08
57 H 0.45601 -3.64346 -2.95918  0.11
58 H 2.01198 3.02762 1.08397  0.10
59 H -2.00083 5.36997 0.17998  0.13
60 H -1.04210 -2.03284 -3.27109  0.06
61 H 3.15331 1.17512 -0.22561  0.10
62 H -1.25634 -0.26812 -3.05787  0.09
63 H -2.06726 -4.21789 -0.24680  0.10
64 H -0.60901 -4.09576 1.75401  0.08
65 H 0.98470 0.74790 -1.99235  0.09
66 H -1.50547 -3.92380 -1.89289  0.06
67 H -0.97628 -5.33536 -1.31924  0.08

## Properties
Max |F| = 6.2 eV Å⁻¹
Spin multiplicity = 2
Total charge = -1
HOMO (alpha / beta) = -2.98 / -2.96 eV

---

8 unconnected molecules or ions with the total composition C18H35Cl14N in a non-equilibrium geometry. Source: the Open Molecules 2025 dataset; level of theory: wB97M-V/def2-TZVPD.

Each line ends with the Löwdin charge.
Atoms and positions in Å:
1 Cl -21.96596 5.85115 30.55801  0.52
2 Cl -12.23408 -8.79640 26.06356  0.57
3 Cl -14.68642 2.72055 25.06116  0.54
4 Cl -20.49619 -6.35818 28.37409  0.54
5 Cl -18.88736 -4.90223 20.50498  0.49
6 Cl -19.08250 -4.03281 30.62623  0.49
7 Cl -21.40500 2.93815 27.30258  0.53
8 Cl -21.49459 -3.85302 21.84681  0.52
9 Cl -21.75757 -10.80664 23.74832  0.48
10 Cl -13.99806 -7.41826 28.70300  0.53
11 Cl -12.96008 0.79433 27.53339  0.53
12 Cl -19.16852 -11.49765 33.60091  0.57
13 Cl -21.23397 -14.21230 26.52202  0.58
14 Cl -16.42216 -10.23213 34.88090  0.48
15 N -25.97619 -2.05968 31.10627  0.12
16 C -17.90644 -9.31064 34.32860  -0.65
17 C -20.09973 -3.73860 29.12288  -0.61
18 C -21.16149 -4.81084 28.88199  -0.68
19 C -21.30110 -3.61677 20.07469  -0.64
20 C -13.46618 -6.69877 27.14842  -0.67
21 C -22.08422 -12.09030 25.03970  -0.61
22 C -13.56943 -7.68957 25.98613  -0.70
23 C -29.22585 -3.87168 31.00049  -0.25
24 C -14.26980 3.10643 26.73227  -0.68
25 C -21.89520 3.56879 28.90286  -0.63
26 C -21.71821 5.12543 28.93390  -0.66
27 C -14.32625 1.88388 27.77821  -0.64
28 C -20.84096 -12.82722 25.54092  -0.71
29 C -27.08110 -2.26316 30.80909  -0.22
30 C -28.95467 -4.46397 32.35826  -0.11
31 C -20.41219 -4.73940 19.53185  -0.64
32 C -28.52309 -2.54378 30.51846  -0.17
33 C -18.67997 -9.88345 33.12250  -0.67
34 H -30.29106 -3.84611 30.77076  0.11
35 H -29.53211 -3.95891 33.13258  0.07
36 H -20.69679 5.26131 28.57847  0.06
37 H -27.89771 -4.27393 32.54486  0.07
38 H -21.08157 3.14618 29.49236  0.06
39 H -20.33176 -12.18073 26.25568  0.06
40 H -15.25795 1.33917 27.62542  0.06
41 H -19.54867 -3.48412 28.21752  0.07
42 H -20.13951 -4.61059 18.48440  0.07
43 H -14.22534 -5.91886 27.08921  0.05
44 H -17.97122 -9.75641 32.30420  0.08
45 H -21.90425 -4.46829 28.16154  0.08
46 H -29.01416 -1.61010 30.79267  0.11
47 H -20.04905 -13.01470 24.81578  0.07
48 H -20.66547 -2.74660 19.91074  0.06
49 H -19.48767 -9.17931 32.92272  0.08
50 H -22.75568 -12.75728 24.49897  0.05
51 H -22.94511 3.31856 29.05504  0.07
52 H -29.25479 -5.50442 32.48270  0.08
53 H -14.24511 2.26858 28.79483  0.06
54 H -20.92655 -5.69575 19.62633  0.06
55 H -13.52091 -7.10265 25.06892  0.08
56 H -20.60687 -2.81644 29.40664  0.06
57 H -22.18835 -3.56301 19.44381  0.08
58 H -15.08453 3.69856 27.14904  0.05
59 H -18.59984 -9.17085 35.15790  0.06
60 H -22.77850 -11.81436 25.83338  0.07
61 H -12.52814 -6.14394 27.12981  0.08
62 H -22.40315 5.62224 28.24677  0.06
63 H -17.49153 -8.34774 34.03064  0.06
64 H -21.55378 -5.00006 29.88120  0.06
65 H -13.42092 3.78388 26.82474  0.07
66 H -28.55970 -2.59618 29.43034  0.11
67 H -28.75566 -4.56372 30.30185  0.10
68 H -14.47841 -8.25904 26.17991  0.06

## Properties
ΔE to the lowest compared entry with this formula, charge and spin = 3.085 eV
Max |F| = 2.8 eV Å⁻¹
Spin multiplicity = 1
HOMO = -10.57 eV
Structure (SMILES) = CCCC#N.ClCCCl.ClCCCl.ClCCCl.ClCCCl.ClCCCl.ClCCCl.ClCCCl

---

- Which formula does entry 2 have?
  C18H35As2NS2Ti

---

- Which of these has the highest max |F|?
  C18H35BCuF4NO6S